Entry 1:
A 3-piece molecular cluster, C5H17NO2 overall at a distorted geometry. Source: the Open Molecules 2025 dataset; level of theory: ωB97M-V/def2-TZVPD.

```
25
Properties=species:S:1:pos:R:3:forces:R:3
C -0.167 0.061 -2.487 -1.0 0.1 -0.1
N -1.223 -0.565 -1.730 -0.4 -0.1 0.6
C -0.902 -1.320 -0.542 -0.3 -0.6 -0.3
C -0.732 -0.419 0.675 0.0 0.0 1.0
C 0.179 -0.992 1.756 1.5 0.3 0.7
C -2.124 -0.080 1.254 0.9 0.3 -1.1
H 0.221 0.906 -1.925 0.7 -0.2 0.3
H 0.562 -0.657 -2.872 0.4 0.3 0.1
H -0.640 0.574 -3.316 0.0 -0.1 -0.5
H -1.988 -0.974 -2.233 0.2 0.0 -0.4
H -1.738 -1.986 -0.355 -0.6 0.1 0.2
H -0.146 -2.117 -0.665 0.8 0.7 -0.1
H -0.330 0.540 0.383 0.4 0.2 -0.6
H -0.262 -1.030 2.726 -1.0 -0.4 0.6
H 0.662 -1.957 1.597 -0.4 -0.2 -0.4
H 1.030 -0.358 2.053 0.0 0.2 -0.7
H -2.734 0.087 0.401 -0.9 -0.2 -1.0
H -2.495 -0.945 1.775 -0.4 0.1 0.7
H -2.188 0.910 1.703 0.3 -0.4 1.0
O 2.308 1.945 1.611 0.2 -0.2 0.1
H 1.614 1.614 1.028 -0.2 0.0 0.2
H 2.909 1.197 1.715 -0.1 0.0 0.2
O 2.720 2.150 -1.073 0.0 0.3 -0.6
H 2.897 2.170 -0.123 0.0 -0.1 -0.1
H 2.567 1.245 -1.358 0.1 0.0 0.2
```
Forces are in eV/Å.

The structure (SMILES) is CNCC(C)C.O.O. The highest occupied orbital energy comes out at -0.3207 hartree. The total energy comes out at -11044.795 eV. As for the molar mass: 123.196 u. The energy above the lowest of the compared OMol25 structures with the same formula, charge and spin is 33.71 kcal/mol.

Results of the Löwdin charge analysis, in e, for atoms 1 through 8:
1. C -0.121
2. N -0.133
3. C -0.239
4. C -0.398
5. C -0.074
6. C -0.067
7. H 0.061
8. H 0.079



Entry 2:
A 3-piece molecular cluster, C5H17NO2 overall at a distorted geometry. Source: the Open Molecules 2025 dataset; level of theory: ωB97M-V/def2-TZVPD.

```
25
Properties=species:S:1:pos:R:3:forces:R:3
C -0.840 -0.301 -2.547 0.6 0.6 0.6
C 0.619 0.123 -2.252 -0.2 0.2 0.2
C 0.769 1.146 -1.138 0.4 -0.3 0.5
N 0.544 0.541 0.190 -0.6 0.4 -0.4
C -0.221 1.410 1.105 0.2 -0.9 0.2
C -1.184 0.594 2.006 1.5 0.3 -0.5
H -0.970 -0.382 -3.622 -0.3 -0.3 0.0
H -1.074 -1.217 -2.019 -0.1 -0.4 -0.2
H -1.521 0.445 -2.133 -0.1 0.1 -0.3
H 1.062 0.556 -3.149 0.1 -0.2 0.0
H 1.197 -0.748 -1.934 0.2 0.0 -0.4
H 1.781 1.563 -1.142 0.1 0.0 -0.2
H 0.108 2.001 -1.288 -0.3 0.0 -0.1
H 0.102 -0.368 0.099 -0.1 0.1 0.0
H -0.817 2.145 0.565 0.1 0.2 -0.2
H 0.521 1.929 1.712 -0.2 0.3 0.1
H -1.065 0.994 3.005 -0.8 0.0 0.3
H -0.807 -0.426 2.041 -0.2 -0.1 0.1
H -2.183 0.619 1.585 -0.3 0.0 0.4
O 2.624 -0.819 2.172 0.4 0.1 -0.1
H 2.372 -0.334 1.370 -0.4 -0.1 0.3
H 1.811 -1.032 2.638 -0.1 0.1 -0.2
O -0.637 -2.605 1.047 -0.1 -0.1 -0.2
H -0.618 -3.451 0.582 0.1 0.1 0.1
H -1.572 -2.385 1.108 0.0 0.0 0.0
```
Forces are in eV/Å.

The structure (SMILES) is CCCNCC.O.O. The highest occupied orbital energy comes out at -0.3248 hartree. The total energy comes out at -11045.443 eV. As for the molar mass: 123.196 u. The energy above the lowest of the compared OMol25 structures with the same formula, charge and spin is 18.76 kcal/mol.

Results of the Löwdin charge analysis, in e, for atoms 1 through 8:
1. C -0.095
2. C -0.244
3. C -0.255
4. N -0.083
5. C -0.266
6. C -0.074
7. H 0.065
8. H 0.054